Entry from OMol25: a molecular structure, C15H24O15 at a distorted geometry (wB97M-V/def2-TZVPD).

```
54
Properties=species:S:1:pos:R:3:nbo_charge:R:1
C -1.010 -0.061 1.134 -0.216
C -1.639 -0.790 -0.010 -0.169
O -2.499 -1.709 0.600 -0.490
C -1.968 -2.020 1.792 0.979
O -2.191 -3.031 2.413 -0.634
O -1.060 -1.096 2.078 -0.530
H -1.728 0.689 1.467 0.171
H -0.035 0.424 1.090 0.289
H -0.861 -1.209 -0.648 0.171
H -2.400 -0.179 -0.495 0.288
C -0.185 3.240 2.366 -0.134
C -0.880 1.865 2.001 -0.136
O -0.807 1.939 0.664 -0.547
C -0.632 3.097 0.174 0.992
O -0.884 3.417 -1.050 -0.617
O -0.270 3.892 1.165 -0.443
H 0.825 3.014 2.707 0.268
H -0.773 3.819 3.077 0.170
H -1.904 1.778 2.364 0.208
H -0.395 0.967 2.385 0.231
C 0.938 -4.301 0.196 -0.098
C 0.192 -3.235 1.094 -0.113
O -0.051 -2.225 0.221 -0.505
C 0.612 -2.348 -0.954 0.965
O 0.639 -1.444 -1.797 -0.538
O 1.373 -3.471 -0.867 -0.460
H 0.345 -5.134 -0.182 0.200
H 1.845 -4.623 0.708 0.205
H 0.814 -2.827 1.890 0.204
H -0.661 -3.801 1.469 0.263
C 0.988 -0.105 -0.752 -0.376
O 0.787 0.859 0.329 -0.575
C 1.806 1.293 1.244 1.031
O 1.665 2.071 2.190 -0.653
O 2.918 0.804 0.770 -0.488
C 4.119 0.962 1.493 -0.260
H 0.670 -1.108 -0.467 0.202
H 1.983 -0.095 -1.197 0.214
H 0.390 0.179 -1.618 0.302
H 4.271 2.026 1.675 0.200
H 4.912 0.570 0.856 0.209
H 4.072 0.466 2.462 0.195
C -1.145 -0.034 -4.881 -0.265
O -1.956 -0.468 -3.746 -0.507
C -1.891 0.146 -2.546 1.022
O -2.851 0.031 -1.745 -0.637
O -0.746 0.767 -2.280 -0.534
C -0.565 1.526 -1.078 -0.380
H -0.408 0.737 -4.658 0.206
H -1.771 0.145 -5.756 0.200
H -0.492 -0.888 -5.065 0.189
H -1.413 2.107 -0.715 0.213
H 0.110 2.314 -1.411 0.202
H -0.203 1.061 -0.161 0.320
```

HOMO = -7.21 eV
energy above the lowest of the compared OMol25 structures with the same formula, charge and spin = 37.1970 eV
Kohn-Sham gap = 7.392 eV
calculated total energy = -1713.2505 hartree
maximum force = 17.97 eV/A

***

Entry from OMol25: 2 unconnected molecules or ions with the total composition C15H25BrN2O4 at a distorted geometry (wB97M-V/def2-TZVPD).

```
47
Properties=species:S:1:pos:R:3:nbo_charge:R:1
O 3.678 -2.703 1.183 -0.537
C 3.044 -1.684 1.102 0.640
O 3.169 -0.869 0.005 -0.545
C 3.322 0.509 0.384 -0.094
C 2.388 1.445 -0.386 -0.423
C 1.432 0.709 -1.324 -0.406
C 0.242 0.085 -0.556 -0.479
C -1.104 0.272 -1.233 0.177
C -1.125 -0.415 -2.601 -0.414
C -1.075 -1.947 -2.521 -0.439
C 0.293 -2.513 -2.903 -0.404
Br 0.395 -4.354 -2.233 -0.013
C -2.345 -0.203 -0.452 -0.388
C -2.663 0.893 0.646 -0.350
C -2.193 0.236 1.959 0.751
O -2.909 0.399 2.970 -0.732
O -1.137 -0.432 1.900 -0.792
C -1.847 2.078 0.143 -0.231
N -1.400 1.734 -1.266 -0.524
H 2.314 -1.360 1.852 0.139
H 4.349 0.775 0.147 0.187
H 3.234 0.637 1.461 0.226
H 2.986 2.110 -1.004 0.206
H 1.840 2.081 0.304 0.211
H 1.117 1.443 -2.073 0.171
H 1.932 -0.071 -1.884 0.227
H 0.230 0.464 0.457 0.276
H 0.408 -0.985 -0.487 0.248
H -2.025 -0.127 -3.141 0.207
H -0.267 -0.063 -3.176 0.212
H -1.344 -2.354 -1.557 0.235
H -1.777 -2.328 -3.254 0.223
H 0.397 -2.612 -3.971 0.218
H 1.109 -1.951 -2.472 0.213
H -3.156 -0.131 -1.184 0.179
H -2.274 -1.201 -0.066 0.268
H -3.743 0.953 0.616 0.231
H -2.459 2.970 0.092 0.223
H -1.018 2.189 0.826 0.249
H -2.200 1.962 -1.852 0.422
H -0.639 2.381 -1.466 0.437
C -0.181 0.143 4.855 -0.743
C 0.869 0.648 3.984 0.372
N 1.695 1.047 3.290 -0.443
H -0.820 -0.526 4.283 0.311
H 0.262 -0.387 5.698 0.241
H -0.782 0.971 5.224 0.259
```

SMILES = O=COCCCC[C@@]1(CCCBr)C[C@@H](C(=O)[O-])C[NH2+]1.CC#N
HOMO = -8.16 eV
energy above the lowest of the compared OMol25 structures with the same formula, charge and spin = 1.3036 eV
Kohn-Sham gap = 7.651 eV
calculated total energy = -3570.9941 hartree
maximum force = 2.96 eV/A

***

Entry from OMol25: 5 unconnected molecules or ions with the total composition C15H25Cl8F6OS at a distorted geometry (wB97M-V/def2-TZVPD).

```
56
Properties=species:S:1:pos:R:3:nbo_charge:R:1
O -0.452 -2.775 2.238 -0.459
C -0.023 -2.397 1.210 0.844
F 1.241 -2.551 0.849 -0.310
C -0.839 -1.737 0.135 -0.687
S -1.355 -2.877 -1.149 0.698
C 0.021 -3.242 -2.286 -0.513
C 0.984 -2.072 -2.454 -0.430
C 0.592 -1.118 -3.587 -0.479
C 1.780 -0.529 -4.329 0.620
F 1.456 -0.338 -5.637 -0.308
F 2.867 -1.337 -4.286 -0.313
C 2.168 0.842 -3.730 0.919
F 2.102 0.727 -2.385 -0.328
F 1.305 1.783 -4.120 -0.297
F 3.404 1.202 -4.081 -0.290
H -1.766 -1.389 0.576 0.306
H -0.348 -0.881 -0.310 0.303
H -1.470 -4.018 -0.453 0.189
H -0.467 -3.484 -3.222 0.263
H 0.540 -4.126 -1.941 0.265
H 1.970 -2.492 -2.601 0.270
H 1.062 -1.498 -1.540 0.229
H -0.078 -1.574 -4.307 0.242
H 0.045 -0.279 -3.165 0.242
Cl -4.502 -0.802 -0.089 -0.069
C -3.983 0.836 0.404 -0.393
C -3.494 1.632 -0.776 -0.370
Cl -1.965 0.959 -1.428 -0.100
H -3.199 0.732 1.151 0.220
H -4.839 1.322 0.866 0.243
H -3.284 2.655 -0.475 0.242
H -4.219 1.642 -1.584 0.237
Cl -7.512 -6.116 0.278 -0.045
C -7.381 -4.420 0.800 -0.395
C -7.165 -3.486 -0.361 -0.374
Cl -5.563 -3.723 -1.120 -0.090
H -6.569 -4.354 1.518 0.221
H -8.313 -4.163 1.300 0.233
H -7.203 -2.454 -0.018 0.226
H -7.913 -3.630 -1.135 0.233
Cl 2.672 3.113 2.985 -0.053
C 3.416 2.653 1.437 -0.395
C 2.559 3.035 0.260 -0.374
Cl 1.049 2.080 0.185 -0.097
H 3.606 1.583 1.462 0.219
H 4.369 3.177 1.376 0.242
H 3.100 2.848 -0.666 0.227
H 2.277 4.083 0.298 0.234
Cl 5.647 5.100 3.510 -0.069
C 5.839 4.136 4.996 -0.385
C 6.352 4.964 6.145 -0.391
Cl 8.034 5.492 5.893 -0.052
H 6.511 3.312 4.773 0.222
H 4.857 3.734 5.241 0.225
H 6.337 4.368 7.056 0.225
H 5.743 5.851 6.295 0.225
```

charge = +1
HOMO = -12.03 eV
Kohn-Sham gap = 8.524 eV
calculated total energy = -5340.4812 hartree
maximum force = 1.16 eV/A

***

Entry from OMol25: a molecular structure, C15H25N2O6P2S at a distorted geometry (wB97M-V/def2-TZVPD).

```
51
Properties=species:S:1:pos:R:3:nbo_charge:R:1
C 1.542 0.423 1.913 -0.624
C 2.842 0.246 1.094 -0.213
C 2.598 1.002 -0.264 -0.606
C 3.200 -1.234 0.700 -0.268
C 4.771 -1.285 0.598 -0.601
C 2.775 -2.328 1.721 -0.064
O 1.787 -3.240 1.163 -0.514
C 0.596 -2.630 0.917 0.343
C -0.349 -2.409 1.888 -0.489
P -0.053 -2.943 3.606 1.483
O -1.000 -4.044 3.936 -1.098
C -1.617 -1.743 1.564 0.331
O -2.533 -1.501 2.567 -0.668
C -1.975 -1.336 0.311 -0.445
P -3.597 -0.537 -0.163 1.318
O -3.182 0.678 -1.198 -0.928
O -4.321 0.098 1.191 -0.951
C -1.014 -1.550 -0.759 0.118
N -1.179 -1.195 -2.017 -0.561
S 0.185 -1.708 -2.770 0.960
N 0.966 -2.346 -1.521 -0.621
C 0.237 -2.209 -0.408 0.088
H 0.638 0.113 1.370 0.214
H 1.624 -0.025 2.918 0.187
H 1.424 1.511 2.084 0.223
H 3.710 0.739 1.566 0.196
H 3.247 0.624 -1.068 0.207
H 1.567 0.730 -0.567 0.206
H 2.615 2.094 -0.153 0.223
H 2.836 -1.431 -0.316 0.246
H 5.183 -0.291 0.365 0.213
H 5.214 -1.592 1.560 0.193
H 5.058 -2.042 -0.149 0.212
H 3.659 -2.966 1.885 0.198
H 2.488 -1.944 2.711 0.172
H 1.254 -3.491 3.695 -0.043
H -0.258 -1.887 4.534 -0.084
H -2.066 -1.352 3.400 0.475
H -2.522 1.234 -0.746 0.487
H -3.613 0.453 1.753 0.478
C -2.859 2.889 -4.467 -0.625
C -2.533 3.522 -3.096 0.123
C -3.420 4.773 -2.908 -0.627
O -1.233 3.904 -3.089 -0.978
H -2.661 3.583 -5.288 0.183
H -2.267 1.985 -4.630 0.188
H -3.922 2.600 -4.527 0.157
H -2.879 2.787 -2.333 0.065
H -3.236 5.518 -3.688 0.184
H -3.236 5.240 -1.937 0.185
H -4.490 4.510 -2.949 0.155
```

charge = -1
HOMO = -2.32 eV
Kohn-Sham gap = 3.162 eV
calculated total energy = -2228.3834 hartree
maximum force = 2.90 eV/A

***

Entry from OMol25: a molecular structure, C15H25O4PV at a distorted geometry (wB97M-V/def2-TZVPD).

```
46
Properties=species:S:1:pos:R:3:mulliken_spin:R:1
V -0.850 0.561 -0.641 2.592
O -1.678 0.520 -3.597 0.082
C -1.145 0.389 -2.581 0.010
C -1.656 1.373 0.838 0.006
O -2.326 1.997 1.550 0.185
C -2.546 -0.442 -0.704 0.000
O -3.645 -0.790 -0.857 0.107
C -0.155 2.383 -0.901 0.045
O -0.118 3.532 -1.082 0.120
C -4.443 3.435 -2.353 -0.001
H -3.654 4.005 -2.867 0.000
H -4.805 2.548 -2.895 0.000
C -4.753 3.657 -1.066 0.000
H -5.459 3.024 -0.513 0.000
H -4.350 4.510 -0.505 0.000
C 2.094 0.210 -2.064 0.061
C 1.912 -1.071 -1.208 0.040
C 3.260 -1.694 -0.757 -0.010
P 0.729 -0.759 0.241 -0.410
C -0.425 -2.177 0.714 0.082
C 0.394 -3.469 0.872 -0.001
C -1.368 -1.879 1.899 0.018
C 1.422 0.327 1.663 0.039
C 2.095 -0.591 2.700 0.002
C 2.283 1.517 1.228 0.013
H 2.451 1.054 -1.453 -0.009
H 1.150 0.509 -2.557 -0.012
H 2.820 0.034 -2.871 0.005
H 1.387 -1.812 -1.853 0.002
H 3.867 -0.958 -0.195 -0.001
H 3.065 -2.575 -0.121 0.001
H 3.845 -2.036 -1.635 -0.001
H -1.074 -2.283 -0.180 0.000
H 1.151 -3.359 1.667 0.003
H -0.275 -4.306 1.133 0.000
H 0.890 -3.707 -0.082 0.000
H -2.088 -1.073 1.682 0.001
H -1.973 -2.777 2.111 0.000
H -0.816 -1.617 2.813 0.002
H 0.480 0.724 2.086 0.026
H 2.889 -1.205 2.233 0.000
H 2.557 0.039 3.482 -0.001
H 1.353 -1.255 3.188 0.001
H 1.706 2.265 0.671 0.000
H 2.657 2.011 2.136 0.002
H 3.148 1.210 0.631 0.002
```

charge = +2
HOMO (spin up / spin down) = -15.21 / -15.22 eV
⟨S²⟩ = 3.801
energy above the lowest of the compared OMol25 structures with the same formula, charge and spin = 0.2252 eV
Kohn-Sham gap (spin up / spin down) = 5.069 / 4.922 eV
calculated total energy = -2172.1237 hartree
multiplicity = 4
maximum force = 7.57 eV/A